This record from OMol25 describes C32H35N4O3STl as an isolated structure. The level of theory is the ωB97M-V functional and the def2-TZVPD basis.

```
76
Properties=species:S:1:pos:R:3
Tl -0.83104 -0.78651 0.63208
C 2.34477 0.27795 3.04073
C 0.87101 0.31226 3.33797
C 0.20202 -0.81021 3.82371
C -1.16036 -0.76821 4.09588
C -1.87662 0.40233 3.89105
C -1.22231 1.52878 3.41000
C 0.13541 1.47921 3.13438
H 2.69380 -0.73976 2.86740
H 2.91456 0.70473 3.86971
H 2.57507 0.86137 2.14680
H 0.75421 -1.73157 3.97010
H -1.66799 -1.65741 4.45079
H -2.93913 0.43388 4.09673
H -1.77362 2.44401 3.23252
H 0.63577 2.35307 2.73311
O 2.93245 0.98320 -1.65702
C 3.95808 0.33428 -1.06898
C 5.24286 0.85037 -1.24137
C 6.32596 0.23602 -0.64442
C 6.14929 -0.90261 0.13734
C 4.87715 -1.41412 0.30806
C 3.76460 -0.81603 -0.28589
C 2.39282 -1.35859 -0.07061
O 1.42586 -0.81828 -0.69820
N 2.29817 -2.37902 0.77515
N 1.00206 -2.71852 0.98497
C 0.78191 -3.76452 1.68061
C -0.59587 -4.15021 2.00478
C -0.83670 -5.21950 2.86826
C -2.14298 -5.55362 3.17839
C -3.17555 -4.81554 2.61917
C -2.84439 -3.77025 1.76930
N -1.59560 -3.44220 1.46327
H 2.11717 0.46648 -1.38995
H 5.36183 1.73595 -1.85330
H 7.31781 0.64727 -0.78785
H 6.99776 -1.38336 0.60574
H 4.70923 -2.29676 0.90947
H 1.60478 -4.36986 2.06163
H -0.00281 -5.76936 3.28488
H -2.35295 -6.37891 3.84679
H -4.21187 -5.04157 2.82941
H -3.61727 -3.16681 1.30290
C -0.86127 -0.29357 -2.95508
C -2.23469 0.26793 -3.10650
C -2.54410 1.16702 -4.11286
C -3.80313 1.73977 -4.19927
C -4.79743 1.42911 -3.27989
C -4.56171 0.52279 -2.26640
C -5.62126 0.14863 -1.28019
C -3.26135 -0.09084 -2.16396
N -3.03148 -0.97392 -1.21460
H -0.26672 -0.11092 -3.85063
H -0.88004 -1.36333 -2.75502
H -0.35021 0.18288 -2.11226
H -1.78108 1.43405 -4.83542
H -4.01280 2.44594 -4.99318
H -5.77381 1.89144 -3.36769
H -6.51939 0.74661 -1.43082
H -5.26832 0.28578 -0.25877
H -5.88115 -0.90626 -1.38233
O 0.03165 1.88346 -0.31881
S -0.04413 3.37377 -0.44602
C 1.67620 3.91786 -0.75645
C 1.83462 4.23370 -2.24410
C 0.75956 3.43559 -2.97640
C -0.50821 3.68390 -2.17143
H 2.24569 3.03093 -0.48098
H 1.93302 4.74163 -0.09196
H 2.84035 3.98576 -2.58257
H 1.67513 5.30084 -2.42185
H 1.00739 2.37293 -2.96070
H 0.64751 3.74755 -4.01562
H -1.34480 3.01892 -2.38565
H -0.84338 4.72218 -2.24806
```

E_tot = -2255.7299 Eh
Highest occupied orbital energy (spin up / spin down) = -7.3 / -7.3 eV
Energy above the lowest of the compared OMol25 structures with the same formula, charge and spin = 167.6 kJ/mol
LUMO (spin up / spin down) = -1.613 / -0.650 eV
HOMO-LUMO gap (spin up / spin down) = 5.720 / 6.674 eV